(1)
Below is a molecular structure, C6H10O, with properties calculated with the ωB97M-V functional and the def2-TZVPD basis.

HOMO-LUMO gap = 9.712 eV
energy above the lowest of the compared OMol25 structures with the same formula, charge and spin = 2.001 eV
charge = 0
E_HOMO = -8.67 eV

Geometry (Å):
1 C -2.11705 -0.27449 0.32791
2 C -0.70197 0.01104 0.74896
3 O -0.07408 -1.40957 1.14766
4 C 0.94283 -1.09605 0.24407
5 C 0.55675 -0.83063 -1.16249
6 C 0.44518 0.29673 -0.18942
7 C 1.30478 1.53810 -0.15180
8 H -2.71050 0.62545 0.13575
9 H -2.15153 -0.91593 -0.55645
10 H -2.56390 -0.81610 1.16576
11 H -0.65746 0.69318 1.60855
12 H 1.97312 -1.34592 0.47966
13 H 1.41183 -0.75821 -1.82310
14 H -0.33047 -1.27320 -1.60060
15 H 1.05516 2.31237 -0.88676
16 H 1.27186 2.00090 0.84391
17 H 2.34544 1.24231 -0.33160

(2)
Below is a molecular structure, C5H5N3O5, with properties calculated with the ωB97M-V functional and the def2-TZVPD basis.

HOMO-LUMO gap (spin up / spin down) = 7.694 / 5.026 eV
charge = -2
E_HOMO (spin up / spin down) = -1.66 / 0.60 eV

Geometry (Å):
1 C -3.24314 0.73711 -0.64536
2 C -4.73186 -0.64520 0.05393
3 C 1.74209 -1.53336 -0.80173
4 C 0.58534 0.64887 0.23402
5 C 0.25960 -0.83072 0.19640
6 N -4.48777 0.22176 -0.89987
7 N -2.70573 0.20231 0.49786
8 N -0.77803 -1.30101 -0.46080
9 O 1.86627 -0.93932 -1.82732
10 O -2.67132 1.60918 -1.31621
11 O -5.71154 -1.35507 0.27115
12 O 2.24715 -2.39522 -0.14447
13 O -3.64395 -0.68224 0.97150
14 H 0.71355 1.03375 -0.77664
15 H -0.27987 1.14891 0.67057
16 H 1.47944 0.86079 0.82266
17 H 0.45305 -1.36435 1.12860
18 H -1.08582 -0.67540 -1.20203

(3)
Below is a single C3H3NO2 molecule, with properties calculated with the ωB97M-V functional and the def2-TZVPD basis.

HOMO-LUMO gap = 11.571 eV
energy above the lowest of the compared OMol25 structures with the same formula, charge and spin = 3.334 eV
charge = 0
E_HOMO = -11.20 eV

Geometry (Å):
1 C -1.02379 -0.65054 0.80676
2 C 0.87270 -0.08586 -0.38814
3 C 0.42775 1.23917 -0.58703
4 H -1.55839 -0.41054 1.96265
5 H 0.50718 -0.63711 -1.14263
6 H 2.06588 -0.21251 -0.59320
7 N 0.17697 2.42108 -0.74380
8 O -1.76864 -1.13436 -0.13453
9 O 0.30034 -0.52933 0.81993

(4)
Below is a single C7H19NOSi2 molecule, with properties calculated with the ωB97M-V functional and the def2-TZVPD basis.

HOMO-LUMO gap = 10.078 eV
energy above the lowest of the compared OMol25 structures with the same formula, charge and spin = 0.000 eV
charge = 0
E_HOMO = -9.38 eV

Geometry (Å):
1 O 2.54018 0.09670 1.57026
2 C 1.33470 -0.03372 1.62792
3 N 0.49111 -0.09751 0.57758
4 C -2.05575 -1.00061 -0.63647
5 C -2.01318 1.14035 1.36474
6 C -1.34142 -1.78137 2.41537
7 C 1.86037 -1.21341 -1.62634
8 C -0.18622 1.23212 -2.10115
9 C 2.54265 1.63575 -0.81028
10 Si -1.22792 -0.51013 0.99200
11 Si 1.13724 0.44260 -0.99700
12 H 0.86681 -0.01696 2.60632
13 H -2.72435 -1.82304 -0.47634
14 H -1.28407 -1.22817 -1.36676
15 H -2.63621 -0.21087 -1.05932
16 H -2.90161 0.94564 1.95795
17 H -1.38615 1.82536 1.92861
18 H -2.30395 1.58052 0.40524
19 H -0.60936 -2.56529 2.23249
20 H -2.30108 -2.29928 2.51661
21 H -1.10455 -1.31397 3.37652
22 H 2.41381 -1.05501 -2.55993
23 H 1.08089 -1.92962 -1.82756
24 H 2.55917 -1.63014 -0.91230
25 H -0.80038 0.47715 -2.50755
26 H 0.36508 1.74758 -2.90293
27 H -0.79776 1.90806 -1.46727
28 H 3.22824 1.33708 -0.03000
29 H 3.13290 1.73987 -1.71251
30 H 2.12078 2.60029 -0.57793

(5)
Below is a single C4H6N2OS molecule, with properties calculated with the ωB97M-V functional and the def2-TZVPD basis.

HOMO-LUMO gap = 8.476 eV
energy above the lowest of the compared OMol25 structures with the same formula, charge and spin = 1.507 eV
charge = 0
E_HOMO = -8.33 eV

Geometry (Å):
1 C 0.10988 0.75350 -0.00477
2 C -0.12204 -0.66955 -0.02182
3 C 1.03251 -1.58491 0.05935
4 C -1.39910 -1.28183 -0.04794
5 H -0.79741 2.56397 -0.03044
6 H -1.79602 1.21139 0.07549
7 H 1.53331 2.24758 0.15882
8 H 2.12070 0.69631 -0.24589
9 H 2.07401 -1.07327 0.21125
10 H -1.23827 -2.33763 -0.08188
11 N -0.90608 1.60935 0.13436
12 N 1.33386 1.29563 -0.16981
13 O 0.97350 -2.78402 0.00473
14 S -2.91885 -0.64651 -0.04145

(6)
Below is 2 unconnected molecules or ions with the total composition C2H2BrN3, with properties calculated with the ωB97M-V functional and the def2-TZVPD basis.

HOMO-LUMO gap = 10.620 eV
energy above the lowest of the compared OMol25 structures with the same formula, charge and spin = 1.408 eV
charge = 0
E_HOMO = -10.42 eV

Geometry (Å):
1 C 0.80513 -1.02958 0.52772
2 C 0.75915 1.05139 -0.54030
3 N 0.38093 -1.99509 1.01652
4 N 1.19920 0.10407 0.09774
5 N 0.69624 1.95520 -1.29894
6 Br -2.67783 -1.10984 1.01123
7 H 0.37707 2.75498 -1.65713
8 H -1.53989 -1.73112 0.84315

| no. | maximum force (eV/A) |
| --- | --- |
| 1 | 2.6 |
| 2 | 1.9 |
| 3 | 9.6 |
| 4 | 1.8 |
| 5 | 2.2 |
| 6 | 4.4 |